# 1
{"formula": "C23H19BiClIN4O2", "method": "ωB97M-V/def2-TZVPD", "gap_ev": 7.1110, "total_charge": 2, "species": ["Bi", "Cl", "C", "C", "C", "C", "O", "C", "C", "N", "C", "C", "C", "C", "C", "C", "C", "C", "N", "C", "C", "H", "H", "H", "H", "H", "H", "H", "H", "H", "H", "C", "C", "N", "O", "H", "H", "H", "H", "H", "I", "C", "C", "C", "C", "C", "N", "H", "H", "H", "H"], "coordinates": [[-0.33087, -0.53385, 0.00922], [6.39186, 1.88702, -2.11703], [4.91388, 1.05142, -1.84630], [4.87837, -0.35270, -1.91105], [3.71907, -1.03720, -1.64698], [2.54180, -0.36818, -1.27592], [1.49471, -1.10654, -0.94957], [2.55099, 1.05181, -1.30345], [1.39093, 1.84933, -1.20660], [0.19371, 1.48154, -0.83145], [-0.90687, 2.37098, -0.90049], [-0.82403, 3.74220, -0.85252], [-1.98182, 4.53747, -0.92586], [-3.21748, 3.96944, -1.06323], [-3.34305, 2.56440, -1.12745], [-4.57584, 1.90010, -1.30939], [-4.60837, 0.53289, -1.39955], [-3.42079, -0.18633, -1.22622], [-2.26184, 0.40640, -1.00983], [-2.18346, 1.76557, -1.01118], [3.76259, 1.73563, -1.58723], [5.78084, -0.88663, -2.17783], [3.69509, -2.11740, -1.69563], [1.51182, 2.88099, -1.53148], [0.13319, 4.23433, -0.74070], [-1.88058, 5.61262, -0.87354], [-4.10863, 4.58062, -1.12136], [-5.48288, 2.48708, -1.38066], [-5.53224, 0.00388, -1.58259], [-3.40705, -1.26805, -1.25836], [3.76651, 2.81854, -1.57791], [-0.98397, -4.05664, 0.36416], [-1.25436, -3.58174, -1.03473], [-1.58541, -4.49196, -1.93778], [-1.17970, -2.37667, -1.36795], [-1.37669, -5.05501, 0.53909], [-1.42562, -3.37147, 1.08760], [0.09580, -4.07717, 0.52737], [-1.66523, -5.47082, -1.71899], [-1.73212, -4.21132, -2.89594], [-0.66995, 1.64803, 2.52631], [0.43802, 0.09972, 3.46560], [0.58834, 0.09200, 4.83771], [1.33143, -0.94902, 5.37971], [1.89133, -1.89760, 4.53626], [1.68967, -1.77623, 3.17352], [0.96232, -0.78729, 2.64187], [0.14568, 0.86072, 5.45380], [1.47036, -1.01044, 6.45072], [2.47758, -2.71478, 4.93144], [2.12297, -2.47965, 2.47236]], "atomic_forces_ev_per_a": [[0.41, -0.73, -0.01], [0.04, 0.01, -0.04], [-0.10, -0.04, 0.02], [0.00, 0.14, -0.02], [-0.09, -0.11, 0.09], [0.37, 0.20, -0.08], [-0.65, 0.16, 0.16], [0.14, -0.29, 0.00], [-0.22, 0.03, 0.02], [0.27, -0.06, -0.19], [-0.13, 0.39, 0.05], [0.13, -0.23, 0.06], [-0.16, 0.04, -0.03], [0.04, 0.07, -0.01], [0.19, -0.11, 0.04], [0.06, -0.11, 0.00], [-0.11, 0.12, 0.00], [0.06, 0.02, 0.07], [0.03, -0.04, -0.25], [-0.22, 0.22, -0.06], [-0.04, 0.03, 0.00], [-0.01, -0.03, 0.03], [0.00, 0.00, 0.02], [-0.03, 0.02, 0.04], [0.00, -0.01, 0.02], [0.00, 0.00, 0.00], [0.02, 0.01, -0.02], [-0.02, -0.03, -0.06], [0.01, -0.02, 0.03], [-0.02, -0.01, 0.02], [0.02, 0.00, -0.05], [0.07, 0.04, -0.02], [-0.07, -0.19, -0.09], [0.00, 0.05, -0.10], [0.11, 0.27, 0.27], [0.01, 0.00, 0.03], [-0.05, -0.02, -0.01], [0.01, -0.01, -0.04], [0.02, 0.01, 0.09], [0.01, 0.04, -0.01], [0.03, -0.06, 0.34], [0.00, 0.14, -0.10], [-0.03, -0.01, 0.04], [-0.03, 0.06, -0.04], [0.01, 0.00, 0.04], [0.02, -0.03, 0.02], [-0.12, 0.07, -0.29], [-0.01, -0.02, 0.03], [0.02, 0.00, 0.00], [0.02, 0.00, -0.03], [0.00, 0.00, 0.03]]}


# 2
{"formula": "C23H19CoN3O5S2", "method": "ωB97M-V/def2-TZVPD", "gap_ev": [8.4911, 6.5507], "total_charge": 1, "spin_multiplicity": 5, "species": ["Co", "C", "O", "C", "N", "C", "C", "C", "C", "C", "C", "C", "C", "C", "C", "C", "C", "N", "C", "N", "C", "C", "O", "C", "C", "C", "C", "C", "C", "H", "H", "H", "H", "H", "H", "H", "H", "H", "H", "H", "H", "H", "H", "H", "H", "H", "H", "H", "O", "S", "O", "O", "S"], "coordinates": [[-0.30397, -0.13818, 0.01776], [1.41576, -3.99845, 0.32401], [0.29555, -3.92699, 1.25996], [-0.08624, -2.57762, 1.38314], [0.48289, -1.84066, 0.28282], [1.67632, -2.54590, -0.14194], [2.05070, -2.06830, -1.54110], [2.82593, -2.83506, -2.39454], [3.27513, -2.29251, -3.65017], [2.78985, -1.07907, -4.03889], [1.90198, -0.26648, -3.21722], [1.55734, -0.81727, -2.00894], [-1.47308, -2.12827, 1.60515], [-2.32865, -2.57038, 2.59161], [-3.57285, -2.00887, 2.71736], [-3.94064, -0.97710, 1.81105], [-2.91718, -0.42942, 1.03473], [-1.76500, -1.04724, 0.87237], [-2.80918, 0.82638, 0.08171], [-1.71694, 1.14165, -0.52396], [-1.88138, 2.53077, -1.04307], [-3.22547, 2.97461, -0.46353], [-3.77282, 1.70134, 0.15685], [-0.68677, 3.40690, -0.71624], [0.52238, 2.78892, -0.91991], [1.64798, 3.25752, -0.30149], [1.62410, 4.40174, 0.44205], [0.44227, 5.03048, 0.66237], [-0.74417, 4.61173, 0.02988], [0.97367, -4.57750, -0.46887], [2.27358, -4.48453, 0.77646], [2.47699, -2.19689, 0.53345], [3.26498, -3.76468, -1.99462], [3.82148, -2.85911, -4.42153], [3.12660, -0.68325, -4.99895], [1.56010, 0.72703, -3.51004], [0.86843, -0.24719, -1.33725], [-1.89874, -3.26067, 3.28752], [-4.30463, -2.29030, 3.46467], [-4.98099, -0.60718, 1.66805], [-1.95165, 2.46870, -2.10720], [-3.95897, 3.38742, -1.20360], [-3.21766, 3.59752, 0.46487], [0.55494, 1.82390, -1.39672], [2.56411, 2.69616, -0.21826], [2.53951, 4.69731, 0.94422], [0.36925, 5.81237, 1.42158], [-1.73656, 5.08524, 0.18517], [2.71791, -1.30431, 2.50466], [1.39251, -0.93403, 3.01481], [1.31754, -0.62345, 4.40173], [0.37722, -2.26757, 2.82292], [0.56656, 0.68073, 1.85509]], "atomic_forces_ev_per_a": [[0.74, 0.46, -0.46], [-1.15, 0.05, -0.85], [-0.47, 1.70, -0.35], [1.89, -1.47, 1.45], [1.14, -1.19, 1.39], [-0.22, 0.79, 0.48], [-0.57, -0.46, -0.77], [1.42, 0.40, -0.12], [-1.27, -1.04, 0.63], [-0.79, 2.17, 0.11], [1.36, -1.58, -0.59], [-0.21, -0.18, 0.72], [-1.36, 0.53, -1.10], [0.55, -0.16, 0.37], [-0.90, 1.13, -1.12], [-0.20, 0.72, -0.30], [-0.51, 0.77, -2.27], [-0.56, -2.05, 1.50], [-1.00, -0.56, 2.22], [-0.80, 0.21, 0.01], [-0.20, 0.60, 0.06], [-1.33, -0.11, 1.17], [-0.05, 0.61, -1.09], [-0.64, 0.54, 0.99], [0.35, -0.49, 0.31], [1.12, -0.33, -0.13], [0.86, -0.05, 0.66], [-2.07, 1.38, 0.19], [-0.16, -1.24, -0.12], [0.48, -0.48, -0.59], [-0.07, 0.05, 0.14], [-0.04, 0.29, 0.03], [-0.42, 0.34, -0.50], [0.01, 0.11, 0.95], [-0.26, -0.02, 0.25], [0.10, -0.42, -0.10], [1.04, -0.16, -1.11], [-0.29, -0.56, 0.29], [0.21, -0.31, -0.05], [1.00, -0.14, 0.66], [-0.20, -0.18, -0.87], [0.67, -0.62, 0.74], [0.43, -0.06, -1.14], [0.05, -0.08, -0.37], [0.15, -0.30, -0.69], [-0.24, 0.13, 0.08], [0.11, 0.08, -0.51], [1.05, -0.17, 0.14], [-2.20, 0.47, 0.01], [1.44, -0.88, -0.33], [-0.55, 0.12, -0.29], [1.52, 2.16, -1.34], [1.03, -0.51, 1.56]]}


# 3
{"formula": "C23H19CrIN3O6", "method": "ωB97M-V/def2-TZVPD", "de_lowest_ev": 0.008, "gap_ev": [7.8367, 7.9134], "spin_multiplicity": 2, "species": ["Cr", "O", "C", "C", "C", "C", "C", "C", "C", "O", "N", "N", "C", "C", "C", "C", "C", "C", "C", "O", "H", "H", "H", "H", "H", "H", "H", "H", "H", "H", "I", "C", "C", "C", "C", "C", "C", "C", "O", "O", "H", "H", "H", "H", "C", "C", "N", "O", "H", "H", "H", "H", "H"], "coordinates": [[0.05007, -0.04576, 0.41166], [-0.86667, 3.90178, -1.05957], [-1.98592, 3.54607, -1.72165], [-2.75833, 4.57586, -2.26245], [-3.92023, 4.29692, -2.94864], [-4.34562, 2.97937, -3.11484], [-3.58631, 1.95888, -2.58668], [-2.40038, 2.21573, -1.88801], [-1.63595, 1.08603, -1.33837], [-0.49437, 1.35466, -0.72312], [-2.06560, -0.13352, -1.46946], [-1.17854, -0.98200, -0.84187], [-1.11885, -2.19492, -1.24289], [-0.06888, -3.07991, -0.78385], [-0.19199, -4.45671, -1.00798], [0.80420, -5.33701, -0.64885], [1.97026, -4.84169, -0.06841], [2.12610, -3.48791, 0.14390], [1.11938, -2.58272, -0.20815], [1.34396, -1.27897, -0.00609], [-0.44405, 3.08020, -0.74024], [-2.41403, 5.59177, -2.12043], [-4.50439, 5.11094, -3.35899], [-5.25920, 2.75965, -3.64999], [-3.89167, 0.92784, -2.69885], [-1.83286, -2.53981, -1.98650], [-1.10010, -4.82336, -1.47230], [0.68480, -6.39817, -0.81894], [2.76285, -5.52151, 0.21715], [3.02958, -3.09753, 0.59483], [-4.53450, -1.04137, 7.77966], [-3.43941, -0.80454, 6.01688], [-3.72224, 0.26241, 5.17494], [-2.99482, 0.41542, 4.00637], [-1.99338, -0.49358, 3.68629], [-1.71859, -1.55834, 4.53548], [-2.44147, -1.71747, 5.70610], [-1.21610, -0.32940, 2.43576], [-0.29638, -1.13682, 2.11902], [-1.44341, 0.62102, 1.63640], [-4.50301, 0.96590, 5.42864], [-3.19565, 1.23684, 3.33162], [-0.93740, -2.25742, 4.26836], [-2.23242, -2.54459, 6.37035], [3.12968, 2.42084, 2.36081], [2.51800, 1.24635, 1.65397], [3.32906, 0.28740, 1.20487], [1.29091, 1.19999, 1.49682], [4.14824, 2.22487, 2.68947], [2.50580, 2.68178, 3.21231], [3.13193, 3.27054, 1.67735], [4.32145, 0.34419, 1.33756], [2.90252, -0.50733, 0.73195]], "atomic_forces_ev_per_a": [[-0.05, 0.12, 0.11], [-0.03, 0.02, -0.03], [0.03, -0.02, -0.01], [0.04, 0.05, 0.03], [0.00, -0.02, 0.00], [0.01, 0.01, 0.00], [0.01, 0.00, 0.01], [-0.09, -0.06, -0.07], [-0.07, -0.18, -0.04], [0.11, 0.07, 0.04], [-0.16, 0.21, -0.12], [0.11, -0.10, 0.00], [0.04, 0.05, 0.10], [0.06, -0.03, 0.00], [-0.01, 0.00, 0.00], [-0.03, -0.03, -0.02], [0.02, 0.04, 0.02], [-0.02, 0.00, 0.00], [-0.08, -0.09, -0.03], [0.10, -0.02, 0.00], [0.00, 0.01, 0.03], [-0.01, 0.00, -0.01], [0.00, 0.00, 0.00], [0.00, 0.00, 0.00], [0.00, 0.00, 0.00], [-0.02, 0.02, 0.00], [0.00, 0.00, 0.00], [0.00, 0.00, 0.00], [0.00, 0.00, 0.00], [0.01, -0.01, 0.00], [0.02, 0.01, -0.03], [0.00, 0.02, -0.01], [-0.04, 0.01, 0.03], [0.04, -0.02, -0.03], [-0.01, 0.00, 0.03], [0.00, 0.01, -0.02], [0.00, -0.03, 0.04], [-0.01, -0.05, 0.03], [0.00, -0.01, -0.01], [-0.01, -0.03, 0.01], [0.00, 0.00, 0.00], [0.00, 0.00, 0.00], [0.00, 0.00, 0.00], [0.00, 0.00, -0.01], [-0.02, 0.01, -0.02], [0.07, -0.01, 0.08], [-0.07, -0.03, 0.00], [0.04, 0.04, -0.08], [0.00, 0.01, 0.00], [0.00, -0.01, 0.00], [0.00, 0.00, 0.00], [0.00, 0.00, 0.02], [0.04, 0.03, -0.04]]}


# 4
{"formula": "C23H19F5N3PdS", "method": "ωB97M-V/def2-TZVPD", "de_lowest_ev": 0.000, "gap_ev": 7.2054, "total_charge": 1, "species": ["Pd", "S", "C", "C", "C", "C", "C", "C", "N", "C", "C", "C", "C", "C", "C", "C", "H", "H", "H", "H", "H", "H", "H", "H", "N", "C", "C", "N", "C", "C", "H", "H", "H", "H", "H", "H", "H", "H", "H", "H", "H", "F", "C", "C", "C", "F", "C", "F", "C", "F", "C", "F"], "coordinates": [[-0.09771, 0.27062, 0.22232], [-4.38814, 1.39376, 0.22226], [-3.90387, 1.53821, -1.43976], [-4.69305, 1.84743, -2.54235], [-4.06688, 1.98256, -3.76428], [-2.68066, 1.83204, -3.88023], [-1.90051, 1.52059, -2.78641], [-2.52461, 1.34562, -1.55636], [-1.91040, 1.04686, -0.34367], [-2.75756, 1.09285, 0.65522], [-2.22066, 0.97304, 1.99023], [-2.98607, 1.01258, 3.14846], [-2.36313, 0.90545, 4.38111], [-0.98726, 0.75131, 4.43602], [-0.23515, 0.69889, 3.26375], [-0.82518, 0.81964, 2.01009], [-5.76018, 1.99119, -2.44226], [-4.65347, 2.22403, -4.64005], [-2.21158, 1.96382, -4.84588], [-0.83300, 1.41062, -2.86991], [-4.06348, 1.11940, 3.09503], [-2.94609, 0.93888, 5.29091], [-0.49491, 0.67261, 5.39733], [0.84211, 0.58138, 3.37104], [4.68741, -0.03527, 1.17226], [3.84281, 0.94107, 1.94760], [2.48296, 1.07027, 1.28039], [1.80094, -0.22023, 1.10254], [2.64986, -1.18925, 0.39850], [4.00237, -1.37386, 1.06267], [5.60281, -0.13855, 1.61154], [4.85241, 0.33151, 0.23148], [4.36892, 1.89313, 1.98166], [3.76459, 0.53968, 2.95834], [2.58347, 1.53281, 0.29493], [1.85246, 1.72683, 1.87754], [1.51929, -0.60136, 2.00352], [2.76643, -0.84984, -0.63329], [2.14058, -2.14833, 0.35512], [4.64470, -2.03134, 0.47988], [3.92208, -1.76064, 2.07874], [-0.12869, -2.62781, 0.41145], [-0.03145, -2.42357, -0.93962], [0.18319, -1.14269, -1.41203], [0.34611, -1.07930, -2.78042], [0.70388, 0.08840, -3.37377], [0.25199, -2.17130, -3.63023], [0.43003, -2.03681, -4.94569], [-0.00362, -3.42296, -3.09881], [-0.09210, -4.48802, -3.89061], [-0.13464, -3.55610, -1.72670], [-0.34736, -4.75978, -1.18960]], "atomic_forces_ev_per_a": [[0.01, -0.33, -0.39], [-0.01, 0.05, -0.01], [0.00, 0.01, 0.01], [0.00, 0.01, 0.00], [0.00, 0.01, -0.01], [0.00, -0.01, 0.00], [-0.03, -0.09, -0.02], [-0.05, -0.05, -0.01], [-0.06, -0.18, -0.11], [-0.05, 0.13, -0.20], [-0.01, -0.08, 0.28], [-0.01, 0.01, 0.03], [-0.03, 0.00, 0.01], [0.07, 0.02, -0.01], [-0.09, 0.11, 0.03], [0.32, 0.01, 0.38], [0.00, -0.01, 0.00], [0.00, 0.00, 0.00], [0.01, 0.00, 0.00], [0.03, 0.01, -0.01], [0.00, 0.00, -0.01], [0.00, 0.00, 0.00], [0.00, 0.00, 0.00], [-0.04, 0.01, 0.10], [0.01, 0.00, -0.01], [0.00, -0.04, 0.01], [0.04, 0.04, -0.02], [-0.23, 0.00, -0.08], [0.03, 0.01, -0.07], [0.03, 0.01, 0.01], [0.00, -0.01, 0.00], [0.00, 0.01, 0.00], [-0.01, 0.01, -0.01], [0.00, 0.01, 0.00], [0.01, -0.01, -0.01], [0.02, 0.00, -0.04], [-0.01, 0.00, 0.00], [0.00, 0.00, 0.00], [0.01, 0.01, 0.02], [-0.01, -0.01, 0.00], [-0.02, -0.01, 0.00], [-0.04, -0.04, -0.01], [-0.12, -0.03, -0.03], [0.01, 0.35, 0.10], [0.25, 0.01, 0.02], [0.00, 0.03, 0.01], [-0.01, 0.01, 0.01], [-0.01, 0.00, 0.01], [0.00, 0.01, 0.02], [0.00, 0.00, 0.00], [0.01, 0.00, -0.01], [0.00, 0.01, -0.01]]}


no.,total energy (hartree)
1,-2229.41646
2,-3607.12497
3,-2845.86601
4,-2077.24810